Model w:
This record from OMol25 describes a cluster of 4 separate species, C3H16NO3 in total. The level of theory is wB97M-V/def2-TZVPD.

HOMO energy in eV: -14.55
Total charge: +1
E_LUMO in eV: -2.853

Cartesian coordinates (Å):
C 0.2224 -1.4035 -0.8916
C -0.2065 -1.1507 -2.3643
C -1.6870 -1.4141 -2.5606
N 1.3411 -0.4495 -0.5197
H -0.6067 -1.1806 -0.2415
H 0.5549 -2.4330 -0.8125
H 0.3601 -1.8644 -2.9422
H -0.0303 -0.0968 -2.5494
H -1.9050 -1.5116 -3.6256
H -2.0081 -2.3775 -2.1571
H -2.3597 -0.6263 -2.2107
H 2.0691 -0.9370 0.0015
H 1.7169 -0.0478 -1.3723
H 0.9435 0.2654 0.0990
H -0.8367 1.5833 1.4401
H -1.9007 1.3345 0.2744
O -0.9762 1.4533 0.4932
H 3.8128 -0.4322 2.0657
H 3.9893 0.6380 1.0457
O 3.3084 0.0404 1.3871
H -2.9252 2.5087 3.0852
H -1.9032 2.2561 4.2387
O -2.0467 2.1753 3.2897


Model x:
This record from OMol25 describes a cluster of 4 separate species, C3H16NO3 in total. The level of theory is wB97M-V/def2-TZVPD.

HOMO energy in eV: -15.36
Total charge: +1
E_LUMO in eV: -2.892

Cartesian coordinates (Å):
C 1.5560 -2.0428 0.6048
C 1.9142 -0.7905 -0.2328
N 0.6710 -0.0544 -0.5368
C 0.8807 1.0963 -1.4547
H 0.8290 -2.6779 0.0840
H 2.4393 -2.6766 0.6301
H 1.0468 -1.7454 1.5178
H 2.6280 -0.1339 0.2533
H 2.3351 -1.1910 -1.1564
H 0.2113 0.2966 0.3584
H -0.0073 -0.7189 -0.9717
H 1.9149 1.4317 -1.3253
H 0.2804 1.9574 -1.1802
H 0.8462 0.8143 -2.5029
H -1.0730 1.6121 1.7290
H -0.6512 0.3351 2.5023
O -0.4732 0.8070 1.6703
H -2.1941 -1.6950 -1.7006
H -0.9864 -2.0598 -2.5719
O -1.2201 -1.7243 -1.7133
H -2.8809 2.2367 0.6870
H -2.9965 2.2922 2.1813
O -2.3931 2.4958 1.4690


Which is most stable? The ranking, best first, is model x, model w.


Model w:
This record from OMol25 describes a cluster of 2 separate species, C3H6NPS in total. The level of theory is wB97M-V/def2-TZVPD.

HOMO energy in eV: -9.33
E_LUMO in eV: -2.143

Cartesian coordinates (Å):
C 2.2025 2.7016 0.3259
C -0.2115 -0.7286 1.5270
C 0.0286 -0.5334 -1.5937
N 1.3075 1.9209 0.1922
P -0.6882 0.2386 -0.0651
S -2.5058 0.9320 -0.2218
H 0.3535 -1.5024 1.2243
H 0.4145 -0.1046 2.1308
H -1.1793 -1.0714 2.0669
H -0.8193 -0.8796 -2.2170
H 0.4293 0.3409 -2.0820
H 0.6681 -1.3140 -1.2875


Model x:
This record from OMol25 describes a cluster of 2 separate species, C3H6NPS in total. The level of theory is wB97M-V/def2-TZVPD.

HOMO energy (spin up / spin down) in eV: -7.80 / -7.27
E_LUMO (spin up / spin down) in eV: -0.252 / -0.413

Cartesian coordinates (Å):
C -0.8752 0.2935 0.4483
C -1.2497 1.2059 1.5755
C 1.0802 0.2561 1.4452
N 0.3464 -0.1541 0.4448
P 0.7635 -1.2227 -1.9989
S 0.2747 1.3298 2.5673
H -1.5668 0.0176 -0.3234
H -1.5339 2.2051 1.2353
H -2.0588 0.8128 2.1959
H 2.1036 -0.0150 1.5968
H 1.6320 -0.8812 -3.0428
H 1.7943 -1.8569 -1.3133


Model y:
This record from OMol25 describes a cluster of 2 separate species, C3H6NPS in total. The level of theory is wB97M-V/def2-TZVPD.

SMILES: c1cscn1.P
HOMO energy in eV: -9.17
E_LUMO in eV: 0.739

Cartesian coordinates (Å):
C -0.7739 1.0928 -0.4923
C -0.8291 -0.2287 -0.9448
S -1.5700 -1.2389 0.1822
C -1.6729 0.2034 1.2424
N -1.2481 1.2757 0.6843
H -0.5057 1.8532 -1.1626
H -0.3329 -0.4364 -1.9242
H -2.0921 0.1827 2.2482
P 2.5815 -0.2114 0.0865
H 2.9287 -1.5382 0.6200
H 2.3398 -0.7018 -1.1507
H 1.1748 -0.2524 0.6111


Which is most stable? The ranking, best first, is model y, model w, model x.


Model w:
This record from OMol25 describes an isolated molecule of C13H18O2. The level of theory is wB97M-V/def2-TZVPD.

SMILES: C/C=C\c1ccc(OCCC)c(OC)c1
HOMO energy in eV: -7.60
E_LUMO in eV: 0.805

Cartesian coordinates (Å):
C 1.8714 3.5103 3.4879
C 2.0915 3.6276 2.0359
C 1.9525 2.9682 0.8821
C 1.2679 1.7870 0.5075
C 0.1517 1.2768 1.3414
C -0.6548 0.1470 1.0400
C -0.4302 -0.3663 -0.1952
O -1.3270 -1.1937 -0.7754
C -2.3664 -1.8169 0.0482
C -2.8117 -3.1943 -0.6837
C -1.7978 -4.1234 -1.3215
C 0.6789 -0.0269 -0.8866
O 0.8818 -0.8178 -2.1118
C 0.9521 -0.2309 -3.3685
C 1.5327 0.9687 -0.5806
H 1.7588 4.6229 3.7341
H 0.9449 2.9763 3.6862
H 2.6456 3.2150 4.0755
H 2.5750 4.5650 1.8280
H 2.7566 3.1962 0.1916
H 0.1779 1.5651 2.3688
H -1.3220 -0.2067 1.7834
H -3.3794 -1.2853 0.0838
H -1.8933 -2.0841 1.0966
H -3.7257 -2.9229 -1.2405
H -3.3254 -3.8141 0.0261
H -2.1574 -4.4276 -2.3451
H -1.6252 -4.9734 -0.7543
H -0.7973 -3.5346 -1.5202
H 1.7981 0.4746 -3.5158
H 1.2518 -1.1683 -4.0073
H -0.0472 0.1418 -3.6914
H 2.3717 1.1449 -1.2189


Model x:
This record from OMol25 describes an isolated molecule of C13H18O2. The level of theory is wB97M-V/def2-TZVPD.

SMILES: C=CCOc1ccccc1OCCCC
HOMO energy in eV: -8.70
E_LUMO in eV: 1.000

Cartesian coordinates (Å):
C 3.2006 -2.8839 -0.4400
C 3.3391 -1.6575 0.1575
C 2.5161 -0.5455 -0.4453
O 2.1341 0.2490 0.7196
C 1.3522 1.2935 0.3443
C 1.7994 2.5960 0.5186
C 1.0155 3.7288 0.1035
C -0.2310 3.5427 -0.5014
C -0.6835 2.2211 -0.6232
C 0.1153 1.1111 -0.2504
O -0.3966 -0.0997 -0.5870
C -0.6636 -0.9677 0.5696
C -1.7754 -1.9584 0.1132
C -3.0389 -1.2468 -0.4283
C -3.6013 -0.2976 0.6207
H 2.3973 -3.0581 -1.1559
H 3.7681 -3.7701 -0.2158
H 4.0381 -1.4820 0.9380
H 3.0745 0.0960 -1.1027
H 1.6836 -0.9517 -1.0002
H 2.7613 2.7085 1.0198
H 1.3276 4.7393 0.1895
H -0.7672 4.4359 -0.8774
H -1.6994 2.0744 -1.0151
H -0.9231 -0.2637 1.4183
H 0.2846 -1.4205 0.8622
H -2.0398 -2.6844 0.8912
H -1.3141 -2.6287 -0.5876
H -2.7891 -0.7802 -1.3681
H -3.7181 -2.0513 -0.6350
H -2.8677 0.4288 0.9063
H -3.8510 -0.7680 1.6090
H -4.4477 0.2907 0.2522


Which is most stable? The ranking, best first, is model x, model w.